(1)
{"formula": "C45H36CdCl3N5O3PS", "method": "the ωB97M-V functional and the def2-TZVPD basis", "symbols": ["C", "C", "C", "H", "H", "O", "H", "H", "C", "O", "C", "H", "H", "C", "C", "H", "Cl", "N", "C", "C", "C", "C", "N", "C", "O", "C", "C", "C", "Cl", "P", "C", "C", "C", "C", "H", "H", "C", "H", "N", "C", "H", "N", "H", "C", "C", "H", "C", "C", "C", "C", "H", "H", "H", "H", "H", "C", "C", "N", "H", "H", "C", "S", "C", "C", "H", "C", "C", "H", "H", "C", "H", "H", "H", "H", "H", "C", "H", "C", "H", "H", "H", "C", "C", "C", "C", "C", "C", "H", "Cd", "H", "Cl", "H", "C", "H", "C"], "positions_angstrom": [[4.65336, 2.43600, 0.23271], [-1.97384, 3.46287, -5.75241], [0.56235, -4.78875, 2.03112], [2.84990, -3.04729, 0.27666], [1.66979, -4.58353, -1.26995], [-2.79789, 5.18128, 1.58527], [-2.17848, 3.32935, -6.75893], [-2.99505, -4.85294, -0.99393], [3.49376, 3.17551, 0.35931], [1.13142, -2.27314, 1.09049], [2.86445, -5.25577, 1.78389], [0.84397, 4.07386, 1.69726], [-0.62079, -5.85608, 3.53323], [-0.68706, 4.10363, -1.79747], [1.51880, 0.57040, 3.00447], [-1.96827, -0.11125, 4.16663], [4.43317, -2.11102, 2.58267], [0.99937, -0.65090, -2.72699], [1.78576, -4.52810, 1.42399], [-3.16835, 1.60471, 3.53824], [-3.25231, -3.03363, 0.20390], [1.52970, -6.23767, 3.54563], [1.23333, -2.63606, -1.85567], [1.83742, -3.32268, 0.45500], [-1.03001, 4.56763, 2.84797], [0.37248, -5.69754, 3.08058], [-2.14787, 1.22519, 0.96864], [-2.22007, -3.12133, -1.96274], [1.52759, -7.41956, 4.86253], [-1.81174, 0.73859, -0.70971], [3.44469, 0.86681, -1.22998], [-2.95234, 2.34338, 1.26601], [2.77754, -6.01978, 2.93062], [1.30533, -1.92856, 2.47385], [1.34282, -1.20624, -4.77151], [-3.17525, 3.12443, 0.57463], [-2.19067, 4.75027, -3.67914], [2.42884, 2.43046, 3.70368], [2.35801, 1.69840, -1.16166], [-3.24352, 1.45273, -1.57484], [-1.44563, -1.26524, -2.73437], [0.52577, 3.56566, -1.59382], [1.73369, -3.70967, -3.61578], [-2.93181, -1.67569, 0.30225], [-2.36968, -1.00201, -0.77373], [-2.45325, 4.88274, -0.83806], [-1.78213, 0.44931, 2.06078], [0.44658, 4.09209, 0.72304], [1.13722, -3.69097, -0.90513], [1.26186, -1.54114, -3.77124], [5.52731, 0.57784, -0.71471], [0.37276, -1.78016, 2.94779], [0.11428, -4.01505, -0.82852], [-3.14090, 5.24128, -5.55264], [1.89932, -2.71666, 2.99429], [-1.66387, 4.75711, 1.79453], [4.60687, 1.18574, -0.52833], [-0.77145, 2.80613, -3.83139], [3.44036, 4.06553, 0.93278], [-2.08473, -3.69292, -2.87270], [-2.02650, -1.75931, -1.93352], [4.05908, 0.80004, 3.31615], [-2.53888, 4.49748, -5.01858], [2.12909, -0.67797, 2.64626], [-3.61455, 1.73208, 4.54590], [-2.88616, -3.77907, -0.94729], [2.38036, 2.75343, -0.38328], [5.51928, 2.59834, 0.82770], [-3.64079, -3.58655, 1.05975], [-1.41839, 4.60601, -0.75191], [-3.31553, 1.02163, -2.56855], [-3.19041, 2.60935, -1.65764], [0.61562, -1.04535, -0.64549], [3.56439, -6.58271, 3.36855], [3.43846, 0.05380, -1.87698], [3.47751, -0.69973, 2.75968], [-2.61247, 5.55977, -3.09895], [-2.23926, 0.59708, 3.35250], [-4.00082, 3.42729, 2.77852], [0.46318, 0.85290, 3.02365], [-0.97050, -0.28669, 1.91960], [1.09900, 3.58701, -0.39365], [-1.26604, 3.86666, -3.12152], [2.52511, 1.48429, 3.32871], [-0.83675, 4.54270, 0.56108], [-3.42065, 2.55556, 2.54875], [1.50398, -2.75719, -3.20916], [-3.18584, -1.13891, 1.17737], [0.36372, 1.43829, -2.40167], [-0.78269, 1.66263, -5.46750], [4.42486, -5.18317, 1.11204], [-0.27427, -4.26028, 1.70190], [-1.13131, 2.57821, -5.08016], [-4.13613, 1.30042, -1.01496], [0.95138, -1.35554, -1.62634]], "atomic_forces_ev_per_a": [[-1.1, -2.8, -0.7], [0.4, -0.1, 2.2], [0.3, -1.1, 0.7], [1.0, 0.2, -0.3], [0.1, 0.5, -0.1], [-1.2, 0.2, -0.2], [-0.5, -0.2, -1.7], [-0.3, 0.0, 0.0], [0.3, -1.2, -1.0], [-1.1, 0.8, -0.6], [1.1, -0.8, 2.1], [0.4, -0.2, 1.1], [0.8, 0.0, -0.3], [0.1, -0.5, 0.9], [2.0, 1.2, -0.1], [-0.1, 0.7, -0.8], [0.2, 0.2, -0.1], [-0.4, 0.0, -1.1], [-1.4, 1.2, -1.7], [-0.3, 0.8, 1.5], [0.9, -1.0, -0.6], [1.5, -1.4, 0.6], [0.6, 0.5, -1.3], [-1.7, -1.6, 0.9], [-0.3, -0.4, 0.2], [-0.6, 1.2, -0.7], [-0.9, 1.0, 1.3], [-1.2, -0.4, -1.0], [-0.2, 0.6, -0.4], [-0.2, 0.0, -0.7], [0.7, 3.0, 1.9], [0.2, -0.6, 0.1], [-1.9, -0.9, 0.6], [2.9, -0.5, -0.5], [0.1, 0.1, -0.7], [-0.2, 0.0, -0.6], [0.2, -1.4, -0.8], [-0.4, 2.3, 0.7], [0.7, -1.7, -0.3], [0.5, 2.7, -0.5], [-0.7, -0.3, 0.3], [0.0, 0.3, -0.2], [0.2, -0.5, -0.4], [-0.6, -0.8, -0.9], [1.2, -1.1, -0.8], [-0.2, 0.3, 0.0], [2.2, -1.3, -0.2], [0.6, 0.0, -1.4], [1.4, -0.8, 1.4], [0.6, 0.2, 1.6], [-1.0, 0.6, 0.6], [-1.2, -0.2, 0.2], [-0.6, 0.2, 0.6], [-0.1, -0.5, 0.3], [-0.8, 0.3, -0.3], [0.9, 1.4, 1.0], [0.3, 1.4, -0.2], [-0.3, 0.4, 1.3], [0.0, 0.6, 0.5], [0.6, 0.1, -0.1], [0.7, 1.3, 0.7], [1.1, -0.1, -0.1], [0.3, 1.2, -0.2], [-2.0, -0.3, 0.2], [0.3, 0.0, -0.8], [0.1, 1.0, 1.7], [-0.5, 1.6, 0.6], [0.6, 0.6, 0.1], [-0.2, 0.4, -0.2], [0.8, -0.2, 1.7], [-0.1, 0.0, -0.1], [0.2, -1.9, -0.1], [0.3, 0.2, -0.1], [0.9, -0.1, -0.1], [-0.4, -1.3, -1.0], [-0.1, 0.2, 0.2], [0.1, 0.1, -0.2], [-0.7, -0.2, 0.0], [-0.1, 0.3, -0.1], [0.5, -0.4, 0.0], [-0.7, 0.0, -0.2], [0.3, -0.9, -0.5], [0.2, 0.3, -1.4], [-1.4, -2.8, -0.6], [-0.7, -0.2, -2.1], [-0.1, -1.2, 0.4], [-0.9, 0.2, 0.3], [-0.2, 0.3, 0.8], [0.0, -0.2, 0.3], [0.4, -0.7, -0.9], [0.7, 0.4, -0.9], [-1.2, 0.9, -0.6], [-1.0, 1.2, 0.4], [-0.8, -0.5, 0.4], [-0.4, -0.2, 0.7]], "mulliken_charge": [-0.832, -0.854, -0.094, 0.817, 0.374, -0.705, 0.491, 0.453, -0.545, 0.299, 0.967, 0.747, 0.404, 0.929, -1.436, 0.435, -0.180, -0.463, -0.666, -1.045, -0.653, 0.358, 0.511, -0.108, -0.769, -0.990, 1.642, -0.675, -0.203, 1.626, -0.420, -1.254, -0.980, -1.052, 0.528, 0.775, -0.650, 0.711, -0.249, -1.505, 0.264, -1.025, 0.553, -1.103, 0.791, 0.533, -2.397, -0.617, -1.044, -1.036, 0.396, 0.342, 0.118, 0.402, 0.765, 0.081, -0.720, -0.027, 0.573, 0.388, -0.322, -0.180, -0.423, -0.034, 0.292, -0.680, 0.457, 0.522, 0.452, -0.120, 0.426, 0.296, 0.352, 0.482, 0.712, 1.130, 0.485, -0.542, 0.535, 0.195, 1.366, 0.212, 0.014, -0.427, 0.297, -0.670, -0.483, 0.604, 1.605, 0.510, -0.180, 0.495, -0.297, 0.604, 0.339], "de_lowest_kj_mol": 133.10, "total_energy_ha": -4523.54718, "multiplicity": 1, "total_charge": 1}



(2)
{"formula": "C45H36CoF3N9O3S2Sb", "method": "the ωB97M-V functional and the def2-TZVPD basis", "symbols": ["S", "C", "F", "C", "C", "H", "H", "H", "C", "C", "C", "H", "N", "H", "H", "C", "C", "H", "H", "C", "F", "H", "Sb", "C", "C", "H", "C", "C", "H", "O", "C", "C", "C", "C", "H", "H", "N", "H", "C", "H", "S", "F", "C", "C", "C", "C", "N", "C", "H", "C", "O", "C", "H", "N", "C", "N", "H", "C", "H", "C", "C", "H", "H", "H", "H", "C", "C", "H", "H", "H", "N", "H", "C", "C", "C", "N", "H", "C", "H", "H", "C", "H", "C", "C", "C", "C", "Co", "C", "C", "C", "N", "H", "C", "H", "H", "H", "N", "O", "H", "C"], "positions_angstrom": [[0.49479, 0.43137, -2.68043], [2.64830, -0.93033, 0.43138], [-1.73821, -5.88625, -0.08384], [-0.38295, 4.82059, -2.59235], [-3.38516, 1.09303, -3.70553], [-3.86812, -1.03156, 2.48106], [-5.97593, 0.27882, 2.47311], [0.35669, -3.20334, 2.81559], [-2.60103, 0.70506, 2.39224], [-0.98197, -1.00622, 4.51578], [4.22450, 1.67618, 2.63367], [-1.35276, -1.74571, -2.07620], [-0.54803, 5.83864, -3.43545], [4.47206, -1.70463, 0.78206], [-3.95117, 1.88632, -4.17906], [-5.53908, -0.16852, -3.36178], [4.63031, 3.01429, -3.99573], [3.49581, -5.92191, -3.04855], [-1.47982, 6.17000, -3.61008], [4.69366, -3.76277, -0.73739], [-6.09228, 2.85497, 2.41669], [5.60234, -3.54231, -0.18870], [-0.68966, -0.28971, 2.48725], [5.39573, 1.92616, -3.60578], [-2.42715, -3.65992, 0.18718], [0.23875, 6.24104, -3.91052], [-1.58965, -4.70229, 0.53119], [-1.34471, -2.19949, 6.97770], [-5.92841, 0.39030, -4.21116], [1.14964, -0.79590, -3.10243], [-4.95073, 2.15359, 2.42288], [4.66550, -4.81424, -1.64029], [2.94537, 0.28951, 1.15797], [-4.04317, -0.05659, -3.27613], [5.55562, 0.35897, -2.13358], [5.06734, 1.83032, 3.29287], [-1.46704, 4.30375, -2.02171], [5.55729, -5.40270, -1.80352], [-2.35586, -1.41739, 6.45410], [0.02069, -5.40785, 1.74431], [0.92535, -2.41285, -0.85283], [-1.53416, -2.80337, 8.16022], [2.24991, 2.44482, 1.56049], [-3.29059, -1.08288, -2.71117], [-1.92252, -0.94889, -2.52728], [-1.27731, 3.26132, -1.22400], [1.45541, -1.00282, -0.10972], [2.35954, -4.35712, -2.11484], [4.70815, -0.36158, 2.21105], [-3.74975, 2.83558, 2.41384], [2.12598, 2.75738, -1.31073], [2.39510, -3.30369, -1.21918], [-2.95812, -0.21047, 4.80398], [3.58148, -1.90786, 0.36007], [3.22232, 2.58724, -2.15141], [-2.35600, 2.71346, -0.66669], [4.88897, 3.58433, -4.87729], [-0.41925, -3.31803, 2.06820], [3.43866, 3.67181, 2.85374], [-3.83032, 0.04965, 2.43381], [-1.21705, -2.23395, 1.71269], [6.26269, 1.61991, -4.17228], [0.63080, -2.98378, 6.77044], [-3.74396, 3.91692, 2.42896], [-5.98367, 0.25055, -2.45603], [3.50548, -5.10746, -2.33851], [3.56053, -2.98934, -0.53350], [-1.62232, 2.61911, 2.40384], [-5.86075, -1.20578, -3.43958], [2.88723, 4.20307, -3.51353], [2.07112, 1.28211, 0.94426], [-3.24492, 3.15346, -0.82485], [-2.01459, 1.22635, -3.55038], [5.00680, 1.22773, -2.47793], [-2.57383, 2.09720, 2.39712], [3.93024, 1.54367, -1.76364], [-2.85739, -1.58893, 0.48160], [-5.01360, 0.77119, 2.44074], [-3.77572, -2.00940, -2.42813], [1.44035, -4.58474, -2.63845], [0.95259, 3.32669, -1.62721], [-1.49215, 2.10342, -3.90644], [-2.22392, -2.41768, 0.77316], [3.31658, 2.69988, 2.39951], [-0.14101, -2.37339, 6.32225], [-0.59587, -4.55904, 1.48156], [0.75822, 0.83803, -0.49731], [-1.29268, 0.20691, -2.95339], [0.03657, -1.75917, 5.09265], [3.52216, 3.37570, -3.24775], [-0.06750, 2.70422, -0.98353], [1.51643, 3.21385, 1.35379], [4.03194, 0.45916, 2.01474], [0.98781, -1.86816, 4.58320], [-2.26421, 1.97993, 0.01340], [-3.22102, -3.83091, -0.52771], [0.87512, 4.38811, -2.36815], [0.82362, 1.60509, -3.48400], [-3.27703, -1.28851, 7.00549], [-2.16739, -0.82138, 5.21587]], "atomic_forces_ev_per_a": [[-1.5, -0.9, -0.7], [-0.9, -1.1, -1.0], [-0.1, 0.0, 0.1], [-0.1, -0.3, 0.2], [0.0, 0.0, 0.0], [0.0, 0.0, 0.0], [0.0, 0.0, 0.0], [0.0, 0.0, 0.0], [0.5, -0.2, -0.1], [0.3, 0.3, -0.3], [-0.1, 0.3, 0.1], [0.1, -0.1, 0.0], [0.0, 0.0, 0.0], [0.0, 0.0, 0.0], [0.0, 0.0, 0.0], [0.1, 0.1, 0.0], [0.0, 0.0, 0.2], [-0.1, 0.0, 0.0], [0.0, 0.0, 0.0], [0.0, 0.4, 0.2], [0.0, 0.0, 0.0], [0.0, 0.0, 0.0], [-0.8, -0.5, 0.7], [0.0, 0.0, -0.1], [0.0, -0.1, -0.1], [0.0, 0.0, 0.0], [0.0, 0.1, 0.0], [0.0, 0.1, -0.1], [0.0, 0.0, 0.0], [0.2, 0.1, 0.0], [0.1, 0.0, 0.0], [0.0, -0.1, -0.2], [0.5, 1.2, 0.6], [0.0, 0.0, 0.1], [0.1, 0.0, -0.1], [0.0, 0.0, 0.0], [-0.2, 0.2, -0.1], [0.0, 0.0, 0.0], [0.0, 0.0, 0.1], [0.0, 0.0, 0.0], [-0.7, -1.1, 0.3], [0.0, 0.0, 0.0], [-0.1, 0.2, -0.1], [0.1, 0.0, 0.1], [-0.1, 0.0, 0.0], [-0.1, -0.2, -0.1], [1.5, 0.9, 0.0], [0.0, 0.2, -0.1], [0.1, 0.1, 0.0], [0.0, 0.1, 0.0], [-0.2, 0.0, 0.0], [0.0, 0.4, 0.2], [0.0, 0.0, 0.0], [-0.1, 0.6, 0.7], [0.4, -0.3, -0.3], [0.2, 0.0, 0.1], [0.0, 0.0, 0.0], [-0.1, 0.0, 0.1], [-0.1, 0.0, 0.0], [-0.1, 0.1, -0.1], [0.0, 0.4, -0.1], [0.0, 0.0, 0.0], [0.0, 0.0, 0.0], [0.0, 0.0, 0.0], [-0.1, 0.0, 0.0], [0.1, 0.0, 0.1], [0.0, -0.9, -0.6], [0.0, 0.1, 0.0], [0.0, 0.0, 0.0], [0.0, 0.0, 0.0], [-0.1, -0.1, 1.0], [0.0, -0.1, 0.0], [0.0, 0.0, -0.1], [0.0, -0.1, -0.1], [-0.1, -0.1, 0.1], [-0.3, 0.2, 0.2], [0.0, 0.0, -0.1], [-0.1, -0.1, 0.0], [-0.1, 0.0, 0.1], [0.0, 0.0, 0.0], [-0.5, 0.3, 0.1], [0.0, 0.0, 0.0], [0.1, 0.0, 0.0], [0.2, -0.2, 0.0], [0.0, -0.1, 0.1], [0.0, -0.1, 0.0], [0.3, 0.2, -1.0], [0.6, 0.2, 0.1], [0.0, 0.1, 0.0], [-0.2, 0.1, 0.0], [1.1, -0.2, 0.1], [0.0, 0.0, 0.0], [-0.3, -0.5, -0.3], [0.0, -0.1, 0.0], [-0.1, -0.1, 0.0], [0.0, 0.0, -0.1], [0.4, 0.0, -0.1], [0.2, 0.6, 0.2], [0.0, 0.0, 0.0], [0.1, 0.0, 0.0]], "mulliken_spin": [-0.057, 0.004, 0.000, -0.001, 0.000, 0.000, 0.000, -0.001, 0.000, 0.003, 0.001, -0.005, -0.001, 0.000, 0.000, 0.001, 0.000, 0.000, 0.000, -0.002, 0.000, 0.000, 0.023, 0.001, -0.001, 0.000, 0.000, 0.000, 0.000, -0.029, 0.000, 0.000, 0.023, -0.004, 0.000, 0.000, -0.001, 0.000, 0.000, 0.000, 0.001, 0.000, 0.018, 0.000, -0.010, 0.006, -0.033, 0.001, 0.000, -0.001, 0.010, -0.002, 0.000, -0.004, -0.001, -0.005, 0.000, 0.000, 0.000, 0.001, -0.004, 0.000, 0.000, 0.000, 0.000, -0.001, 0.004, 0.001, 0.000, 0.000, -0.064, 0.000, -0.004, 0.002, -0.001, 0.012, 0.001, 0.000, 0.000, 0.000, -0.001, -0.001, 0.002, 0.001, 0.000, 0.001, 1.192, 0.007, -0.001, 0.000, -0.063, -0.001, -0.006, 0.000, 0.008, 0.000, -0.001, -0.021, 0.000, 0.002], "de_lowest_kj_mol": 282.80, "total_energy_ha": -5173.79922, "multiplicity": 2, "total_charge": 1}